{"formula": "C4H5NO", "method": "wB97M-V/def2-TZVPD", "symbols": ["C", "C", "C", "N", "C", "O", "H", "H", "H", "H", "H"], "positions_angstrom": [[-1.329, -0.070, -0.089], [-0.015, -0.179, 1.185], [0.184, 0.884, 0.274], [1.249, 0.673, -0.625], [1.630, -0.508, -0.291], [0.948, -1.105, 0.697], [-1.422, -1.155, -0.092], [-2.170, 0.385, 0.429], [-1.289, 0.262, -1.132], [-0.239, 1.877, 0.372], [2.453, -1.063, -0.727]], "forces_ev_per_angstrom": [[-0.4, -0.1, -0.3], [0.2, 0.2, -0.1], [-0.1, 0.2, 0.2], [0.0, -0.3, 0.2], [0.0, 0.1, -0.2], [0.1, 0.0, 0.0], [0.1, 0.2, 0.0], [0.2, -0.1, -0.1], [0.0, 0.0, 0.1], [0.1, -0.2, 0.0], [-0.1, 0.1, 0.1]], "total_energy_ev": -7762.79057, "gap_ev": 9.96, "lumo_energy_ev": 0.8776, "mol_weight_g_mol": 83.09, "max_force_ev_per_a": 0.51, "charge": 0}

=====

{"formula": "C4H5NO", "method": "wB97M-V/def2-TZVPD", "symbols": ["C", "C", "C", "O", "C", "N", "H", "H", "H", "H", "H"], "positions_angstrom": [[-0.945, -0.652, 0.606], [0.514, -0.306, 0.683], [1.308, 0.014, -0.327], [0.819, 0.365, -1.606], [-0.969, 1.986, -1.028], [-0.155, 1.252, -1.462], [-1.602, 0.067, 1.112], [-1.291, -0.764, -0.426], [-1.060, -1.620, 1.105], [0.993, -0.386, 1.655], [2.389, 0.044, -0.311]], "forces_ev_per_angstrom": [[0.0, 0.0, 0.0], [0.1, -0.1, -0.1], [0.0, -0.1, 0.5], [-0.1, -0.1, -0.1], [0.7, -0.5, -0.7], [-0.8, 0.7, 0.4], [0.2, -0.1, -0.1], [0.1, 0.0, 0.2], [-0.1, 0.2, 0.0], [0.1, -0.2, -0.1], [-0.1, 0.2, 0.0]], "total_energy_ev": -7762.03606, "gap_ev": 10.73, "lumo_energy_ev": 0.7906, "mol_weight_g_mol": 83.09, "max_force_ev_per_a": 1.20, "charge": 0}

=====

{"formula": "C4H5NO", "method": "wB97M-V/def2-TZVPD", "symbols": ["H", "N", "C", "O", "C", "C", "C", "H", "H", "H", "H"], "positions_angstrom": [[1.097, 1.883, -2.343], [0.685, 1.159, -1.762], [1.218, 1.145, -0.615], [0.842, 0.292, 0.348], [-0.238, -0.560, -0.037], [-0.863, -1.143, 1.142], [-1.590, -1.517, 2.023], [2.017, 1.791, -0.241], [0.119, -1.307, -0.753], [-1.000, 0.038, -0.544], [-2.289, -1.782, 2.781]], "forces_ev_per_angstrom": [[0.0, 0.0, 0.0], [0.2, 0.1, 0.3], [0.0, 0.1, -0.2], [0.0, 0.0, 0.0], [-0.2, -0.1, -0.1], [-0.5, -0.1, 0.3], [0.2, 0.2, -0.3], [-0.1, -0.1, -0.1], [0.0, 0.0, 0.2], [0.1, -0.1, -0.1], [0.2, -0.1, 0.1]], "total_energy_ev": -7764.01284, "gap_ev": 11.12, "lumo_energy_ev": 0.9809, "mol_weight_g_mol": 83.09, "max_force_ev_per_a": 0.58, "charge": 0}

=====

{"formula": "C4H5NO", "method": "wB97M-V/def2-TZVPD", "symbols": ["C", "C", "C", "O", "C", "N", "H", "H", "H", "H", "H"], "positions_angstrom": [[-0.510, 1.410, 0.414], [0.564, 0.735, 0.038], [0.895, -0.668, 0.318], [0.488, -1.352, -0.912], [-0.914, -1.379, -0.926], [-2.081, -1.469, -1.056], [-1.211, 1.125, 1.184], [-0.696, 2.371, -0.040], [1.271, 1.210, -0.609], [1.942, -0.925, 0.500], [0.252, -1.057, 1.089]], "forces_ev_per_angstrom": [[0.2, 0.2, 0.1], [0.5, 0.9, 0.5], [-0.6, -0.2, 0.2], [-3.9, -0.7, -0.1], [0.9, -0.5, -1.0], [3.1, 0.3, 0.5], [-0.1, -0.5, -0.1], [0.0, 0.2, 0.1], [0.1, 0.3, -0.7], [-0.2, 0.2, -0.2], [0.1, -0.2, 0.6]], "total_energy_ev": -7764.09754, "gap_ev": 11.44, "lumo_energy_ev": 0.7839, "mol_weight_g_mol": 83.09, "max_force_ev_per_a": 3.98, "charge": 0}

=====

{"formula": "C4H5NO", "method": "wB97M-V/def2-TZVPD", "symbols": ["C", "N", "O", "H", "C", "C", "C", "H", "H", "H", "H"], "positions_angstrom": [[-0.205, -2.473, -1.004], [-1.321, -2.182, -1.079], [-2.485, -1.873, -1.156], [0.831, -2.699, -0.911], [-1.058, 0.674, 0.118], [0.007, 1.126, 0.453], [1.296, 1.686, 0.861], [-1.984, 0.234, -0.194], [1.176, 2.705, 1.241], [1.752, 1.083, 1.653], [1.992, 1.720, 0.017]], "forces_ev_per_angstrom": [[-0.8, 0.2, 0.0], [0.7, -0.2, 0.0], [0.2, -0.1, 0.0], [-0.1, 0.0, 0.0], [0.5, 0.2, 0.1], [-0.5, -0.2, -0.1], [0.1, 0.0, 0.0], [0.2, 0.1, 0.1], [0.0, -0.1, -0.1], [-0.1, 0.1, -0.1], [-0.1, 0.0, 0.1]], "total_energy_ev": -7761.63197, "gap_ev": 10.69, "lumo_energy_ev": 0.7993, "mol_weight_g_mol": 83.09, "max_force_ev_per_a": 0.84, "charge": 0}

=====

{"formula": "C4H5NO", "method": "wB97M-V/def2-TZVPD", "symbols": ["O", "C", "C", "C", "N", "C", "H", "H", "H", "H", "H"], "positions_angstrom": [[2.158, -0.197, -0.285], [0.815, -0.087, -0.073], [0.075, 0.928, 0.556], [-1.277, 0.679, 0.510], [-1.332, -0.720, -0.318], [-0.030, -1.068, -0.500], [2.584, 0.610, 0.012], [0.445, 1.814, 1.070], [-1.851, 1.639, 0.381], [-1.921, -1.570, -0.482], [0.335, -2.027, -0.871]], "forces_ev_per_angstrom": [[0.5, 0.2, 0.3], [0.0, -0.3, 0.1], [-0.1, -0.2, 0.2], [0.3, -2.0, -2.1], [0.3, 1.6, 0.8], [0.5, 0.5, 0.2], [0.1, 0.0, 0.0], [0.1, -0.1, -0.5], [-0.6, -1.9, 0.2], [-0.4, 2.1, 0.9], [-0.6, 0.2, 0.0]], "total_energy_ev": -7764.24469, "gap_ev": 8.62, "lumo_energy_ev": 0.9676, "mol_weight_g_mol": 83.09, "max_force_ev_per_a": 2.93, "charge": 0}

=====

{"formula": "C4H5NO", "method": "wB97M-V/def2-TZVPD", "symbols": ["N", "C", "C", "C", "C", "O", "H", "H", "H", "H", "H"], "positions_angstrom": [[-2.543, 1.004, -0.030], [-1.628, 0.315, 0.121], [-0.629, -0.740, 0.336], [0.848, -0.245, 0.325], [0.995, 0.799, -0.759], [0.310, 1.791, -0.762], [-0.874, -1.190, 1.303], [-0.817, -1.498, -0.433], [1.056, 0.218, 1.295], [1.576, -1.056, 0.188], [1.706, 0.603, -1.583]], "forces_ev_per_angstrom": [[0.8, -0.5, 0.2], [-1.1, 0.3, 0.0], [0.2, -0.1, 0.0], [-0.2, 0.0, 0.1], [-0.2, 0.4, -0.1], [0.6, -0.2, -0.1], [0.1, -0.1, -0.1], [0.2, 0.1, 0.1], [0.0, 0.1, -0.2], [-0.4, 0.0, 0.0], [0.1, 0.0, 0.1]], "total_energy_ev": -7765.55073, "gap_ev": 10.65, "lumo_energy_ev": 0.4775, "mol_weight_g_mol": 83.09, "max_force_ev_per_a": 1.15, "charge": 0}

=====

{"formula": "C4H5NO", "method": "wB97M-V/def2-TZVPD", "symbols": ["C", "C", "O", "C", "N", "C", "H", "H", "H", "H", "H"], "positions_angstrom": [[0.619, 0.530, 0.357], [1.380, -0.312, -0.650], [0.858, -0.987, -1.501], [-1.351, -1.069, 0.560], [-1.925, 0.107, 0.546], [-0.837, 0.729, 0.058], [0.725, 0.027, 1.328], [1.115, 1.512, 0.407], [2.484, -0.271, -0.548], [-2.000, -1.815, 0.071], [-1.068, 1.549, -0.627]], "forces_ev_per_angstrom": [[-0.1, 0.0, 0.0], [-0.2, -0.2, -0.2], [0.2, 0.3, 0.4], [-0.3, 0.2, 0.0], [0.3, -0.4, 0.0], [0.1, 0.2, -0.1], [0.0, 0.0, -0.1], [0.0, -0.1, 0.0], [-0.1, 0.0, 0.0], [0.1, 0.1, 0.1], [0.0, -0.1, 0.1]], "total_energy_ev": -7761.78424, "gap_ev": 8.72, "lumo_energy_ev": 0.3076, "mol_weight_g_mol": 83.09, "max_force_ev_per_a": 0.54, "charge": 0}

=====

Repeat the eighth record exactly.
{"formula": "C4H5NO", "method": "wB97M-V/def2-TZVPD", "symbols": ["C", "C", "O", "C", "N", "C", "H", "H", "H", "H", "H"], "positions_angstrom": [[0.619, 0.530, 0.357], [1.380, -0.312, -0.650], [0.858, -0.987, -1.501], [-1.351, -1.069, 0.560], [-1.925, 0.107, 0.546], [-0.837, 0.729, 0.058], [0.725, 0.027, 1.328], [1.115, 1.512, 0.407], [2.484, -0.271, -0.548], [-2.000, -1.815, 0.071], [-1.068, 1.549, -0.627]], "forces_ev_per_angstrom": [[-0.1, 0.0, 0.0], [-0.2, -0.2, -0.2], [0.2, 0.3, 0.4], [-0.3, 0.2, 0.0], [0.3, -0.4, 0.0], [0.1, 0.2, -0.1], [0.0, 0.0, -0.1], [0.0, -0.1, 0.0], [-0.1, 0.0, 0.0], [0.1, 0.1, 0.1], [0.0, -0.1, 0.1]], "total_energy_ev": -7761.78424, "gap_ev": 8.72, "lumo_energy_ev": 0.3076, "mol_weight_g_mol": 83.09, "max_force_ev_per_a": 0.54, "charge": 0}